Entry 1:
The following is a quantum chemistry calculation of C17H43NNaO5 as an isolated structure in a non-equilibrium geometry, from the OMol25 dataset.

Each line ends with the Löwdin charge.
Atoms and positions in Å:
Na -4.879 5.597 29.552  0.406
C -1.059 2.535 29.429  -0.011
C -1.671 3.721 30.177  -0.457
C -0.666 4.286 31.262  -0.119
C 0.391 5.176 30.675  -0.164
C -0.292 6.300 29.872  -0.147
C -1.150 5.772 28.761  -0.501
N -2.098 4.799 29.275  -0.111
O -2.938 4.360 28.230  -0.012
C -2.042 7.063 28.422  0.004
C -0.263 5.361 27.578  -0.006
C -2.951 3.264 30.916  -0.018
H -0.137 2.258 29.941  0.089
H -0.878 2.601 28.356  0.079
H -1.620 1.621 29.623  0.086
H -1.203 4.794 32.063  0.119
H -0.180 3.439 31.748  0.122
H 1.046 4.647 29.983  0.111
H 1.110 5.540 31.410  0.120
H 0.411 7.003 29.425  0.130
H -0.885 6.876 30.583  0.110
H -2.477 7.504 29.319  0.054
H -1.308 7.758 28.013  0.091
H -2.848 6.852 27.719  0.069
H 0.479 6.087 27.247  0.100
H 0.271 4.445 27.831  0.073
H -0.894 5.028 26.754  0.083
H -3.608 4.096 31.171  0.064
H -2.715 2.752 31.849  0.097
H -3.595 2.600 30.339  0.083
H -2.347 3.776 27.749  0.083
C -7.863 3.330 26.771  -0.061
C -7.156 3.273 28.109  -0.299
O -5.971 4.023 28.136  -0.109
H -7.217 2.839 26.043  0.079
H -7.987 4.326 26.345  0.067
H -8.817 2.802 26.779  0.086
H -6.982 2.250 28.443  0.121
H -7.773 3.743 28.875  0.109
H -5.364 3.704 27.465  0.087
C -7.707 5.431 33.319  -0.074
C -7.345 5.593 31.896  -0.330
O -6.374 4.676 31.488  -0.084
H -6.803 5.353 33.923  0.090
H -8.347 4.582 33.558  0.085
H -8.244 6.343 33.580  0.087
H -6.822 6.539 31.755  0.098
H -8.220 5.441 31.266  0.123
H -6.748 3.792 31.472  0.102
C -5.872 6.689 25.879  -0.073
C -5.826 7.768 26.910  -0.285
O -6.277 7.158 28.115  -0.098
H -6.883 6.417 25.578  0.079
H -5.358 5.775 26.176  0.065
H -5.380 6.978 24.950  0.084
H -6.530 8.579 26.722  0.119
H -4.917 8.357 27.034  0.114
H -7.230 7.259 28.163  0.102
C -4.250 9.346 30.990  -0.060
C -4.526 8.250 32.084  -0.287
O -4.043 7.081 31.544  -0.086
H -4.635 10.340 31.220  0.074
H -4.794 9.144 30.068  0.059
H -3.197 9.407 30.712  0.069
H -5.598 8.227 32.282  0.105
H -3.981 8.552 32.978  0.121
H -3.118 7.066 31.801  0.092

Calculated values
energy above the lowest of the compared OMol25 structures with the same formula, charge and spin: 12.93 kJ/mol
spin multiplicity: 1
net charge: +1
calculated total energy: -34464.4698 eV

=====

Entry 2:
The following is a quantum chemistry calculation of C17H44BeF3NO15S4 as an isolated structure in a non-equilibrium geometry, from the OMol25 dataset.

Each line ends with the Löwdin charge.
Atoms and positions in Å:
Be 3.364 -1.850 1.291  1.119
N 2.461 1.300 3.342  0.322
H 1.919 0.728 2.710  0.063
H 3.141 1.745 2.743  0.144
H 3.041 0.798 3.999  0.153
H 1.967 2.097 3.716  0.071
C -0.003 -0.396 0.925  -0.155
O 0.951 -0.829 1.902  -0.283
H 0.254 0.580 0.515  0.067
H -0.042 -1.144 0.133  0.063
H -0.996 -0.321 1.369  0.096
O 1.758 -3.600 0.384  -0.401
S 0.995 -4.797 0.723  0.740
O 1.394 -6.092 0.128  -0.253
O 0.907 -4.926 2.395  -0.259
C 0.832 -3.853 3.321  -0.301
C 0.591 -4.449 4.705  -0.040
C -0.858 -4.496 0.439  -0.051
H 0.055 -3.129 3.072  0.104
H 1.761 -3.285 3.352  0.082
H 1.475 -5.019 4.991  0.091
H -0.349 -4.990 4.812  0.096
H 0.597 -3.639 5.434  0.086
H -1.107 -4.124 -0.555  0.056
H -1.150 -3.716 1.142  0.052
H -1.514 -5.332 0.680  0.087
O 0.531 3.090 3.875  -0.346
S -0.647 3.956 3.716  0.737
O -1.619 4.291 4.762  -0.253
O -0.182 5.374 2.947  -0.267
C -0.948 6.508 3.208  -0.300
C -0.456 7.760 2.469  -0.034
C -1.481 3.213 2.301  -0.109
H -0.961 6.570 4.296  0.121
H -1.923 6.291 2.771  0.116
H -0.067 7.358 1.534  0.082
H 0.211 8.343 3.105  0.085
H -1.257 8.429 2.155  0.086
H -2.229 3.910 1.922  0.079
H -2.038 2.384 2.737  0.060
H -0.685 3.102 1.564  0.063
O 4.179 1.927 -2.605  -0.304
S 3.217 3.042 -2.664  0.701
O 3.640 4.377 -3.050  -0.273
O 2.040 2.640 -3.759  -0.250
C 1.653 1.297 -3.941  -0.286
C 1.100 1.089 -5.389  -0.035
C 2.098 3.191 -1.128  -0.087
H 1.072 0.874 -3.121  0.099
H 2.492 0.603 -3.901  0.086
H 1.712 1.601 -6.131  0.092
H 0.149 1.585 -5.584  0.072
H 0.723 0.092 -5.618  0.061
H 2.565 3.211 -0.144  0.048
H 1.527 2.275 -1.277  0.023
H 1.479 4.073 -1.292  0.068
O 4.320 -1.484 -3.125  -0.264
S 3.131 -2.170 -2.484  0.688
O 2.737 -1.665 -1.187  -0.396
O 1.821 -2.156 -3.480  -0.266
C 0.442 -2.344 -2.970  -0.227
C -0.479 -2.326 -4.156  -0.039
C 3.332 -3.968 -2.368  -0.090
H 0.120 -1.519 -2.335  0.103
H 0.488 -3.273 -2.402  0.103
H -0.009 -2.951 -4.916  0.100
H -0.672 -1.305 -4.485  0.077
H -1.465 -2.743 -3.953  0.081
H 4.337 -4.140 -1.983  0.084
H 3.355 -4.378 -3.377  0.090
H 2.483 -4.431 -1.865  0.042
C -4.374 0.946 0.920  -0.049
C -4.746 -0.529 0.914  -0.202
O -4.992 -1.182 -0.338  0.061
C -3.969 -1.522 -1.133  -0.348
O -2.822 -1.783 -0.810  0.115
C -4.388 -1.725 -2.594  -0.516
F -5.734 -1.322 -2.682  0.109
F -3.772 -0.894 -3.389  0.202
F -4.261 -3.000 -2.968  0.187
H -3.765 1.063 0.024  0.083
H -3.754 1.213 1.776  0.060
H -5.302 1.516 0.870  0.090
H -5.537 -0.740 1.633  0.137
H -3.867 -0.909 1.435  0.101

Calculated values
energy above the lowest of the compared OMol25 structures with the same formula, charge and spin: 4.52 kJ/mol
spin multiplicity: 1
net charge: +2
calculated total energy: -102414.0865 eV

=====

Entry 3:
The following is a quantum chemistry calculation of C17H44ClGaO12P3 as an isolated structure in a non-equilibrium geometry, from the OMol25 dataset.

Each line ends with the Löwdin charge.
Atoms and positions in Å:
C -0.235 2.941 2.590  -0.232
C 0.311 3.003 1.083  -0.329
Ga -0.585 1.553 -0.057  0.157
Cl -1.018 -0.246 1.309  0.133
C -2.367 2.092 -0.922  -0.261
C -3.200 3.179 -0.137  -0.345
O -2.640 4.510 -0.205  -0.120
C 0.710 1.065 -1.631  -0.304
P 0.826 -0.782 -1.799  0.534
O -0.544 -1.452 -1.971  -0.379
O 1.595 -1.417 -0.407  -0.233
O 1.768 -1.073 -3.204  -0.226
H 0.266 2.110 3.171  0.055
H 0.030 3.893 3.141  0.050
H -1.353 2.831 2.579  0.043
H 1.413 2.716 1.161  0.032
H 0.291 4.038 0.648  0.035
H -2.158 2.424 -1.993  0.048
H -2.976 1.139 -1.033  0.052
H -3.387 2.829 0.913  0.107
H -4.222 3.238 -0.641  0.097
H -2.347 4.590 -1.128  0.072
H 1.719 1.567 -1.514  0.020
H 0.285 1.479 -2.599  0.034
H 1.115 -2.263 -0.295  0.073
H 1.175 -0.783 -3.917  0.051
O 7.105 1.726 -3.653  -0.240
P 6.878 1.184 -2.243  0.691
O 8.308 1.656 -1.555  -0.227
C 8.478 3.027 -1.221  -0.305
C 7.761 3.375 0.072  -0.087
O 7.275 -0.397 -2.561  -0.234
C 7.055 -0.950 -3.855  -0.314
C 8.350 -0.983 -4.644  -0.081
O 6.343 0.656 -0.713  -0.210
C 4.937 0.361 -0.582  -0.268
C 4.561 -0.958 -1.229  -0.076
H 8.132 3.663 -2.042  0.106
H 9.551 3.196 -1.100  0.114
H 6.677 3.311 -0.056  0.067
H 8.007 4.391 0.390  0.074
H 8.033 2.678 0.865  0.081
H 6.274 -0.407 -4.389  0.103
H 6.692 -1.972 -3.713  0.115
H 8.812 0.004 -4.699  0.071
H 8.175 -1.342 -5.660  0.073
H 9.074 -1.642 -4.159  0.074
H 4.349 1.181 -1.002  0.106
H 4.724 0.315 0.488  0.123
H 4.583 -0.877 -2.318  0.066
H 3.549 -1.255 -0.940  0.039
H 5.260 -1.748 -0.945  0.089
O -4.960 -0.913 2.487  -0.213
P -6.116 -1.910 2.520  0.685
O -5.646 -2.802 3.833  -0.222
C -5.819 -2.244 5.127  -0.302
C -7.262 -2.355 5.590  -0.092
O -5.559 -2.919 1.328  -0.238
C -4.752 -2.411 0.261  -0.301
C -3.287 -2.708 0.510  -0.099
O -7.575 -2.801 2.473  -0.223
C -8.623 -2.277 1.644  -0.297
C -8.361 -2.520 0.167  -0.082
H -5.485 -1.202 5.138  0.109
H -5.174 -2.806 5.806  0.117
H -7.914 -1.719 4.984  0.063
H -7.359 -2.048 6.634  0.072
H -7.625 -3.379 5.485  0.079
H -4.922 -1.342 0.114  0.102
H -5.073 -2.914 -0.656  0.111
H -2.956 -2.330 1.477  0.036
H -2.663 -2.261 -0.267  0.053
H -3.116 -3.788 0.518  0.074
H -8.755 -1.210 1.845  0.109
H -9.544 -2.787 1.938  0.113
H -7.560 -1.874 -0.198  0.067
H -9.255 -2.305 -0.424  0.076
H -8.056 -3.552 -0.011  0.087

Calculated values
spin multiplicity: 1
net charge: -1
calculated total energy: -135681.6920 eV